# 1
The ion C8H12O2PS with charge -1, computed with ωB97M-V/def2-TZVPD.

Values from the calculation:
Net charge: -1
Electronic energy (eV): -32710.0092
Relative energy (zero: lowest compared OMol25 entry of this formula, charge and spin) (kcal per mole): 6.8
Orbital gap (hartree): 0.23154

Geometry (Å):
H 1.441 -2.988 1.184
P 2.015 -0.863 -0.553
C -0.661 -2.645 1.625
H -1.685 -2.742 1.149
O 2.977 -1.292 0.520
H -2.282 1.444 0.104
H -0.438 -1.715 2.054
H -0.751 0.237 -2.229
C 1.266 0.780 -0.131
H 0.368 -3.740 -0.171
C 0.190 1.600 -0.706
H 1.786 4.322 0.663
C 0.514 -2.830 0.544
H -1.623 -0.271 -0.023
H -2.893 0.433 -1.127
O 0.519 -1.761 -0.371
C -1.951 0.675 -0.537
C 0.380 2.958 -0.536
H -0.582 -3.471 2.267
H -0.175 3.572 -1.208
H -1.200 1.932 -2.056
C -0.865 1.088 -1.531
C 1.356 3.392 0.282
S 2.296 1.882 0.788

---

# 2
The molecule C4O3, computed with ωB97M-V/def2-TZVPD.

Values from the calculation:
Net charge: 0
Electronic energy (eV): -10281.3136
Relative energy (zero: lowest compared OMol25 entry of this formula, charge and spin) (kcal per mole): 164.0
Orbital gap (hartree): 0.29991

Geometry (Å):
O -1.915 -0.578 -0.069
O 1.285 1.150 -0.098
C -1.436 0.154 0.887
C 1.323 -0.124 0.042
O 1.965 -1.097 0.086
C -1.140 0.135 -0.911
C -0.082 0.360 0.063

---

# 3
The molecule C6H10O, computed with ωB97M-V/def2-TZVPD.

Values from the calculation:
Net charge: 0
Electronic energy (eV): -8429.9645
Relative energy (zero: lowest compared OMol25 entry of this formula, charge and spin) (kcal per mole): 29.4
Orbital gap (hartree): 0.35372

Geometry (Å):
C 0.512 -1.463 -1.603
C 0.206 1.348 -0.108
O -0.063 -0.225 2.322
H 2.495 -0.843 -1.358
C -1.109 0.726 0.303
H -1.719 1.511 0.770
C 1.252 0.792 -0.730
H 0.793 -2.450 -1.972
C -0.995 -0.448 1.288
H -0.548 -1.264 -1.568
H -1.681 0.399 -0.576
H 0.319 2.399 0.161
C 1.444 -0.578 -1.235
H 2.113 1.444 -0.882
H -0.223 0.655 2.684
H -1.999 -0.655 1.693
H -0.654 -1.352 0.779

---

# 4
A cluster of 13 separate species, C52H142N12O15 in total, computed with ωB97M-V/def2-TZVPD.

Values from the calculation:
Net charge: 0
Electronic energy (eV): -104809.3166
Orbital gap (hartree): 0.31439

Geometry (Å):
H 0.119 -5.183 0.419
H -3.085 -4.345 5.181
N -4.995 1.645 -5.487
C 1.817 -9.751 3.185
H 0.321 -2.297 -3.194
H 1.523 -4.758 4.901
O 6.847 2.924 1.540
H -0.862 -6.565 2.304
H -1.231 1.072 3.853
O -0.752 7.264 -2.549
H 2.716 -0.039 0.860
C -2.583 -4.824 9.204
H -2.907 -0.925 2.875
H 3.083 -4.882 0.048
H -1.805 -5.170 8.519
C 5.480 4.754 0.709
H 4.314 -1.464 -0.459
H 4.943 4.414 -4.611
H -6.381 2.779 -4.209
O 1.615 0.821 4.739
H 0.654 -8.864 1.052
H 2.130 -4.492 -2.491
H 2.140 -7.605 2.916
C 1.643 2.623 3.152
C -1.342 -3.341 4.252
H -0.998 -2.248 4.405
H 7.284 1.269 2.552
C 2.281 -3.445 -4.325
H -4.827 -0.087 0.486
H 2.697 -9.805 3.936
C 0.397 7.186 -1.757
H 0.323 4.156 3.081
H 7.329 4.945 1.815
H 5.740 0.995 -4.206
H 4.243 -0.489 -1.788
H -3.448 -3.859 1.031
H 2.587 -12.124 2.501
C -0.332 1.621 -1.049
C 3.053 -11.402 1.866
C 0.844 5.740 -1.583
H -3.354 2.635 5.106
O 4.109 -2.438 -2.321
H 0.714 -8.038 3.794
O -0.540 -4.240 4.930
C 4.774 3.766 -5.533
N -0.027 1.998 -2.441
H 5.723 -1.386 -1.581
C -4.091 -3.512 7.925
H -3.453 3.606 -4.399
C 6.882 2.233 2.750
C 6.755 4.941 -6.458
H 6.430 3.496 -0.829
H 3.332 -3.720 -4.455
N -5.324 -2.084 2.017
H 5.529 4.863 -1.573
H 0.528 -0.326 -0.973
H -5.067 2.232 -2.196
H -1.893 -2.976 6.802
H -0.950 9.205 -3.346
C -1.110 -2.144 0.643
N 5.194 6.181 1.001
H -4.821 6.354 -2.421
H 4.741 6.228 -7.561
O -2.508 -1.953 0.930
H 2.020 2.756 5.322
C 1.766 -0.325 1.275
H 4.065 -11.231 2.167
H 0.393 2.465 4.870
H -2.316 -4.932 10.281
H 2.364 -1.416 -2.452
C -1.777 0.962 -1.003
H -2.115 0.811 0.083
C -4.909 1.624 -3.106
C 0.693 -6.058 0.667
N -2.570 -0.413 -5.362
H -4.876 4.238 -5.362
H -3.655 -3.287 -3.966
C -5.076 -0.928 -0.195
H 5.303 3.977 -7.529
O -3.003 -3.538 8.939
C -2.704 -3.343 4.974
H 5.976 6.785 0.757
H 0.041 0.347 5.986
C 0.742 0.660 -0.531
H -1.421 -3.496 3.180
C -3.137 -2.322 -4.018
H -5.388 0.617 -2.972
N 0.411 -8.241 1.815
N 1.261 3.946 2.828
H 1.178 7.879 -2.144
C 6.461 4.253 1.800
N -2.599 -2.536 6.176
H -0.986 -7.333 0.675
C -4.389 -2.067 -6.197
C 0.770 -4.106 4.444
H 5.899 2.226 3.210
H -0.731 -0.559 -4.551
H -5.240 0.696 -5.382
H 0.245 -3.259 -1.805
C -3.436 -2.892 0.462
H -4.657 -1.561 2.600
H 2.963 5.480 -0.976
C 1.415 2.182 4.651
H -2.340 4.768 2.439
H 0.853 -4.311 3.364
C -3.526 1.582 5.032
O 5.341 2.469 -5.533
H -3.983 -4.519 7.488
N -3.293 -0.440 3.658
N 4.604 5.827 -6.647
C -1.911 1.598 3.181
C 1.127 0.311 5.946
H -2.745 1.051 5.666
H 0.202 7.511 -0.737
H 7.040 5.481 -7.380
H 5.157 2.609 -3.500
H -5.580 -2.947 0.272
H -4.554 1.272 5.385
H -3.721 -1.699 -3.416
C 2.471 -4.680 0.953
O 0.696 0.548 0.909
H -2.343 -2.397 -6.012
H 3.720 3.196 3.137
H 3.005 -11.786 0.841
H -0.890 -2.231 -0.416
H -6.610 -2.869 -6.146
H -3.718 3.618 2.468
H -4.216 -1.707 -7.195
H 7.470 4.141 -6.270
C -3.305 1.005 3.558
C -3.099 -1.792 -5.424
C 5.329 4.540 -6.630
C -1.428 8.453 -2.686
H 0.829 2.557 -2.353
O -5.394 -1.397 -5.461
H 4.541 4.189 0.671
H 1.585 -1.369 0.945
H 0.187 0.258 -3.615
H -1.625 0.039 -1.455
H 3.375 1.385 2.872
H 3.106 2.550 1.580
C 3.078 2.441 2.664
H 4.401 6.440 0.409
C -4.308 5.786 -3.219
C 2.685 -2.394 -2.123
H -0.638 -3.018 1.126
C -5.299 2.489 -4.320
C 5.101 1.858 -4.271
H 0.889 -6.625 -0.245
H 5.904 4.412 2.744
H -3.019 -0.821 4.598
C -2.625 3.711 2.283
H -6.095 -0.813 -0.412
H -3.210 5.706 -3.076
H 1.344 -0.750 5.983
H 0.933 2.020 2.526
C 4.679 -1.436 -1.497
H -3.177 -3.192 -0.535
H -0.294 2.486 -0.324
H 7.010 5.211 -0.744
C 1.904 -3.472 -2.867
H -3.189 0.215 -4.894
H -2.156 -2.498 -3.603
H 1.904 -3.729 0.860
H -5.408 2.006 -6.288
O 1.756 -5.760 1.496
H 0.348 5.236 -3.501
H -4.690 -2.352 6.338
N 1.118 5.000 -2.900
H 1.712 0.954 -0.937
H 3.307 -4.591 1.646
H 1.940 5.384 -3.399
C 1.349 -8.308 2.971
H 6.892 5.684 -5.716
H 2.194 -2.487 -4.822
H 0.960 -10.300 3.574
H -4.213 1.357 2.954
H -1.650 1.206 2.218
H 4.027 1.558 -4.289
H 3.647 3.715 -5.564
H 1.906 4.757 0.148
O 0.175 -0.587 -4.128
H 7.512 2.780 3.545
H -4.516 -0.828 -1.074
H -2.522 -0.004 -6.294
H 2.017 6.534 0.108
C -0.245 -7.038 1.397
O 2.229 -10.253 1.842
H -3.507 -5.475 9.104
H -2.509 1.565 -1.520
O -4.979 4.551 -3.316
H -5.520 -3.001 2.454
H -1.721 8.894 -1.711
H -3.739 -1.375 7.488
H -0.631 -1.202 0.994
H -7.186 -1.217 -6.498
H -4.529 6.421 -4.066
H -3.438 -2.938 4.298
O -1.782 2.989 3.248
C 2.017 5.636 -0.535
C 6.095 4.564 -0.719
H 2.503 -2.489 -1.064
H 1.563 0.889 6.782
C -4.837 -2.240 0.566
H 0.006 5.152 -1.040
C -3.787 -2.373 6.969
H -7.274 -1.935 -4.760
H -0.890 2.403 -2.719
H 3.570 5.588 -6.601
C -4.581 3.769 -4.405
N 0.469 -3.234 -2.784
H -5.071 -3.530 8.453
H 1.703 -4.205 -4.930
H -3.891 1.432 -3.142
H -2.396 3.296 1.306
C -6.727 -1.892 -5.748
H 1.078 -3.050 4.624
H 1.828 4.574 3.414
H 1.842 -0.341 2.354
H -4.506 -3.165 -6.215
H -2.323 8.207 -3.252

---

# 5
A structure of composition C25H46Cl2MnN3O6Si, computed with ωB97M-V/def2-TZVPD.

Values from the calculation:
2S+1: 6
Net charge: -1
Electronic energy (eV): -107673.4797
Relative energy (zero: lowest compared OMol25 entry of this formula, charge and spin) (kcal per mole): 16.5
Orbital gap (spin up / spin down) (hartree): 0.13857 / 0.18708

Geometry (Å):
N -0.903 3.391 -2.749
C 2.194 2.334 -10.770
C -0.300 2.178 -6.354
C -0.753 -3.465 -2.921
N -1.011 -3.699 -1.508
H -0.288 2.501 -7.407
H 0.835 -4.609 -1.033
C 2.644 -1.443 -8.159
H 0.618 2.565 -5.881
H 2.793 -3.599 -10.739
H -2.378 2.590 -4.028
H -1.171 2.652 -5.872
C -3.305 1.228 2.515
H 3.817 0.957 2.308
H -0.209 -0.433 -9.403
O 0.877 -0.371 -7.002
C 1.078 1.941 -11.535
H 2.491 -0.258 2.502
C -1.734 1.028 4.428
O 2.468 0.958 0.812
H 3.270 2.014 -8.891
H -1.932 2.078 4.682
H -0.703 -4.437 -3.426
H 0.793 4.572 -3.085
N -2.000 0.807 3.011
H -2.840 0.013 -6.348
C -0.185 4.384 -3.544
H 0.632 0.394 -3.947
H 2.885 3.095 -11.146
H -2.391 0.398 5.044
H -0.042 4.037 -4.579
C 2.744 0.771 2.232
C -1.593 -2.725 -0.786
H -2.787 2.600 -2.275
H 0.124 -1.230 -4.349
H -0.459 -4.747 0.206
H 0.903 2.380 -12.520
H -1.074 -0.045 -3.781
Si -0.383 0.321 -6.164
H -3.383 0.968 1.458
O 0.746 2.434 0.810
H 4.302 -3.200 -9.940
O -1.802 -1.565 -1.221
H -0.134 -0.049 2.565
C -0.180 -0.180 -4.403
C 1.267 1.391 0.469
H -1.864 -3.011 0.249
Mn 0.027 -0.096 -0.556
C 1.990 -0.100 -7.854
C 0.183 0.988 -11.027
C 0.441 0.357 -9.802
H -3.420 2.308 2.665
H -0.689 0.778 4.645
C -0.245 -4.756 -0.868
O -0.803 1.471 -1.557
C 2.588 -1.988 -9.385
H -1.569 -2.867 -3.347
H 3.343 -3.200 -7.158
Cl 1.666 -0.455 -1.995
C -0.258 2.543 -1.946
H -0.531 -5.727 -1.293
H 2.684 -1.955 -6.060
H 2.088 -1.464 -10.199
C -1.086 0.358 2.160
H -1.968 -1.506 -6.671
O -1.311 0.360 0.913
H 0.762 2.846 -1.654
C 2.424 1.734 -9.528
H -0.766 5.316 -3.592
H -0.720 0.698 -11.581
C -2.299 3.150 -3.083
H -4.087 0.722 3.092
Cl 0.830 -1.734 0.811
H 2.175 1.490 2.834
C 3.217 -3.283 -9.779
H 3.041 -4.080 -9.046
H 4.292 -1.756 -6.780
H 2.726 0.486 -7.286
H -2.779 4.123 -3.231
H -2.060 -0.255 -7.936
H 0.205 -2.940 -3.061
C -1.961 -0.420 -6.853
C 3.270 -2.123 -6.974
C 1.588 0.704 -9.080